1.
DFT (ωB97M-V/def2-TZVPD) results for C25H32N2P2Tb as an isolated structure in a non-equilibrium geometry.

```
62
Properties=species:S:1:pos:R:3:forces:R:3
C -1.44130 2.84906 -3.41873 -0.05 -0.06 0.49
C -1.21286 1.64408 -2.77194 0.70 -0.52 -0.44
C 0.14631 1.18538 -2.70781 0.04 0.29 0.69
C 1.19479 2.14045 -2.77028 -0.63 0.13 -0.18
C 0.94405 3.35706 -3.42008 0.27 -0.13 0.57
C -0.36586 3.67386 -3.77562 -0.04 -0.12 -0.28
C 2.43392 1.70012 -2.04697 -0.04 -0.37 0.22
C 2.79524 0.32358 -2.53767 0.38 -0.51 0.13
C 1.70954 -0.59191 -2.48716 -0.80 0.61 0.76
C 1.97030 -1.98694 -2.30952 0.04 0.42 -0.57
C 3.22980 -2.44277 -2.67018 -0.39 -0.07 0.37
C 4.24824 -1.54411 -3.01022 -0.15 0.23 -0.25
C 4.05618 -0.16335 -2.90574 -0.10 0.36 0.33
H -2.47189 3.14798 -3.61957 0.31 0.10 0.13
H 1.76978 4.04879 -3.63032 -0.42 -0.21 0.21
H -0.57754 4.58867 -4.31107 0.09 0.05 -0.01
H 3.25684 2.40076 -2.18802 -0.04 0.03 0.47
H 3.40702 -3.51764 -2.67539 0.14 0.24 0.10
H 5.20544 -1.93891 -3.32893 -0.02 0.10 0.03
H 4.88636 0.53355 -3.09582 -0.40 -0.40 0.26
N 0.40615 -0.14159 -2.45724 0.44 -0.24 1.12
Tb 0.86945 0.66258 0.53160 -0.30 0.69 -1.66
C -2.25917 0.81243 -2.08652 -0.08 -0.32 -0.12
H -2.22231 -0.23609 -2.41586 -0.02 0.26 -0.05
H -3.27125 1.21155 -2.24672 0.24 -0.12 -0.01
C 0.88581 -2.83019 -1.71445 -0.37 0.26 -0.15
H -0.04821 -2.74239 -2.29172 0.32 -0.06 0.05
H 1.18372 -3.88282 -1.65272 -0.10 0.16 -0.03
P -1.92567 0.75797 -0.24648 -1.03 0.15 -0.76
P 0.44856 -2.21889 0.00712 0.54 -1.10 -0.46
C 1.69032 -3.21145 0.92671 0.01 -0.07 0.05
H 1.47261 -3.18743 2.00120 0.17 -0.12 -0.16
H 1.67552 -4.25168 0.56554 0.00 0.27 0.26
H 2.67786 -2.76916 0.76072 -0.18 -0.08 0.07
C -1.03710 -3.24846 0.27778 -0.24 -0.14 0.14
H -0.77423 -4.31617 0.26485 -0.16 0.27 -0.03
H -1.48488 -3.00083 1.24918 0.02 -0.13 -0.19
H -1.77914 -3.04793 -0.50483 0.13 -0.07 0.18
C -2.59639 2.40697 0.18979 0.03 0.12 0.09
H -3.61327 2.50221 -0.21585 0.24 0.10 0.17
H -2.62130 2.52658 1.27886 -0.08 0.04 -0.16
H -1.96034 3.19317 -0.23593 -0.16 -0.09 0.06
C -3.30881 -0.29060 0.31568 -0.12 -0.15 0.13
H -3.26678 -0.39065 1.40819 -0.07 -0.01 -0.21
H -4.26239 0.17213 0.03348 0.12 -0.18 0.07
H -3.24068 -1.29209 -0.12611 -0.03 0.24 0.11
H 2.16566 1.56514 -0.81028 1.58 1.16 -3.52
H 2.53817 -0.26597 0.54868 1.05 -0.82 -0.02
C -1.51470 0.54280 6.61583 -0.09 -0.14 0.36
C -0.99927 0.45699 5.20900 -0.03 -0.17 -0.02
C -0.90610 1.60306 4.41828 0.04 0.46 -0.47
C -0.40154 1.51654 3.12646 0.18 -1.52 0.39
N 0.01700 0.31942 2.61290 -1.21 -0.05 2.18
C -0.11568 -0.81182 3.35936 -0.07 1.42 -0.14
C -0.61102 -0.76748 4.65201 0.03 0.05 -0.18
H -0.95867 1.29675 7.19370 -0.16 -0.23 -0.21
H -2.57758 0.83441 6.63932 0.36 -0.09 -0.09
H -1.41593 -0.42684 7.12563 -0.06 0.37 -0.14
H -1.23007 2.57361 4.80209 0.12 -0.33 -0.07
H -0.32158 2.39596 2.47183 0.04 -0.28 0.28
H 0.19740 -1.73576 2.88358 -0.01 0.14 0.12
H -0.68847 -1.69171 5.21635 -0.01 0.17 0.01
```
Forces are in eV/Å.

Strongest force on any atom, eV/Å: 4.02
LUMO level (spin up / spin down), eV: -4.39 / -2.87
Total charge: +1
Gap between HOMO and LUMO (spin up / spin down), Eh: 0.174 / 0.218
Molecular weight, Da: 581.4
Energy, Ha: -2588.1861
Energy relative to the best compared isomer or geometry (same formula, charge and spin), kJ/mol: 0.0
<S²>: 12.9581
Spin multiplicity: 7

***

2.
DFT (ωB97M-V/def2-TZVPD) results for one molecule with the formula C25H32N4O3.

```
64
Properties=species:S:1:pos:R:3:forces:R:3
C -4.04479 -3.01877 -0.19310 -0.01 0.01 0.02
C -3.67610 -1.82039 0.62888 0.15 0.01 -0.04
C -4.62815 -1.21829 1.44458 0.04 0.03 0.00
C -4.31379 -0.12444 2.22875 -0.06 0.00 0.02
C -3.02617 0.38619 2.22237 0.07 0.05 0.01
C -2.06436 -0.19687 1.42038 -0.03 -0.09 -0.02
C -2.39050 -1.28266 0.61718 -0.35 0.22 0.19
N -1.36463 -1.85608 -0.19039 0.06 -0.18 0.31
C -0.49452 -2.81824 0.46729 0.26 -0.22 0.07
C 0.72984 -2.15985 1.12590 -0.44 -0.26 -0.34
O 0.88062 -2.12677 2.32887 0.01 -0.04 0.47
N 1.58217 -1.64087 0.22859 0.33 0.20 -0.35
C 2.84622 -1.02974 0.58557 0.07 0.06 -0.14
C 4.00881 -1.85406 0.02800 0.03 0.04 0.42
C 5.34280 -1.21376 0.39952 -0.01 0.01 -0.35
C 5.41285 0.21814 -0.12213 0.06 0.03 0.34
C 4.25454 1.04092 0.43337 0.01 -0.01 -0.40
C 2.91644 0.40664 0.06520 0.09 0.00 0.47
C -1.10859 -1.46162 -1.45487 -0.40 0.21 0.03
O -0.11792 -1.85195 -2.05873 0.17 -0.11 -0.34
C -2.14587 -0.53923 -2.06760 0.14 0.08 -0.43
C -1.70581 0.03151 -3.41531 0.09 -0.11 0.18
C -0.48250 0.95260 -3.30855 -0.19 0.04 -0.15
C -0.77163 2.08916 -2.34933 0.33 -0.34 -0.24
O -1.41695 3.06514 -2.65602 -0.24 0.25 -0.07
N -0.26363 1.87217 -1.09659 0.21 -0.28 0.09
C -0.38321 2.65178 0.04610 -0.11 0.32 0.36
C -1.08551 3.85466 0.10461 -0.06 0.07 -0.11
C -1.13255 4.51242 1.31936 0.14 -0.21 0.08
C -0.49006 3.96551 2.42237 -0.04 0.08 0.02
C 0.18189 2.76756 2.25478 -0.07 0.18 0.15
N 0.23469 2.12516 1.10073 -0.05 -0.14 -0.28
H -3.21373 -3.35074 -0.80951 -0.01 -0.07 -0.06
H -4.89275 -2.79039 -0.83748 -0.04 -0.04 -0.07
H -4.33933 -3.83966 0.45976 -0.02 -0.09 -0.02
H -5.62994 -1.62264 1.46145 -0.12 -0.04 0.00
H -5.07207 0.32567 2.85160 -0.07 0.04 0.06
H -2.76772 1.23328 2.83928 0.03 0.10 0.06
H -1.05300 0.18113 1.41415 0.09 0.02 -0.02
H -1.06910 -3.33217 1.23959 0.11 0.08 -0.07
H -0.14954 -3.53559 -0.28388 -0.06 0.03 0.10
H 1.37233 -1.75940 -0.75723 -0.11 -0.08 0.12
H 2.88484 -1.02784 1.67975 0.04 0.02 -0.11
H 3.95619 -2.87064 0.42271 -0.06 -0.04 -0.06
H 3.91769 -1.90793 -1.06013 -0.03 -0.04 -0.09
H 6.16262 -1.80360 -0.01533 0.04 -0.03 0.09
H 5.44939 -1.20901 1.48633 0.06 -0.03 0.08
H 6.36327 0.67214 0.16492 0.05 0.02 -0.08
H 5.36257 0.20985 -1.21353 0.03 0.02 -0.08
H 4.29688 2.05958 0.04255 0.00 0.05 0.09
H 4.33816 1.09609 1.52062 0.01 0.06 0.09
H 2.09961 0.98990 0.49627 0.04 -0.13 -0.12
H 2.80856 0.39640 -1.02372 -0.05 -0.01 -0.14
H -2.37913 0.26353 -1.36525 -0.10 -0.09 0.00
H -3.06149 -1.11952 -2.20828 -0.05 0.02 0.12
H -2.53617 0.59503 -3.84373 0.01 -0.03 -0.02
H -1.45846 -0.79178 -4.08720 -0.05 0.06 -0.03
H 0.38226 0.37210 -2.98991 0.03 0.02 -0.02
H -0.28288 1.37926 -4.29232 0.06 0.06 0.10
H 0.27398 1.02896 -0.93710 -0.01 0.09 -0.07
H -1.56884 4.24376 -0.77473 -0.01 0.00 -0.04
H -1.66828 5.44635 1.40539 -0.04 0.06 -0.01
H -0.51056 4.45590 3.38243 0.02 0.03 0.10
H 0.70110 2.28601 3.07278 0.02 0.03 0.14
```
Forces are in eV/Å.

Strongest force on any atom, eV/Å: 0.61
LUMO level, eV: 0.70
Gap between HOMO and LUMO, Eh: 0.357
Molecular weight, Da: 436.6
SMILES string: Cc1ccccc1N(CC(=O)NC1CCCCC1)C(=O)CCCC(=O)Nc1ccccn1
Energy, Ha: -1416.6991
Energy relative to the best compared isomer or geometry (same formula, charge and spin), kJ/mol: 7.2

***

3.
DFT (ωB97M-V/def2-TZVPD) results for one molecule with the formula C25H32N4O5S in a non-equilibrium geometry.

```
67
Properties=species:S:1:pos:R:3:forces:R:3
O 2.51479 -1.08314 0.92862 0.21 0.20 0.12
C 1.79272 -1.71943 0.19215 -0.11 -0.47 0.01
C 2.28714 -2.89860 -0.65015 0.19 0.01 -0.04
N 2.50409 -2.61690 -2.05580 -0.12 -0.15 0.02
C 3.56877 -1.68182 -2.36054 0.18 0.18 -0.01
C 3.22172 -0.21047 -2.08991 0.16 -0.12 0.07
C 1.79146 0.12160 -2.41984 -0.06 0.03 -0.10
C 1.35477 1.43925 -2.33087 -0.04 -0.09 -0.14
C 0.04220 1.77165 -2.60718 0.01 0.11 -0.06
C -0.85729 0.78420 -2.97285 -0.07 0.03 -0.04
C -0.43744 -0.53043 -3.04826 0.10 -0.02 -0.06
C 0.88036 -0.87094 -2.77161 -0.01 0.06 -0.12
C 1.33127 -2.31156 -2.84962 0.09 -0.08 -0.22
N 0.46277 -1.46299 0.02801 -0.30 -0.19 0.12
C -0.21360 -0.27527 0.30450 -0.05 0.28 0.20
C 0.45098 0.90653 0.58829 0.10 -0.11 0.02
C -0.26519 2.08052 0.70327 0.20 0.51 -0.01
S 0.63951 3.60132 0.98282 -0.05 0.22 0.28
O 1.91925 3.48075 0.35028 0.12 -0.34 0.09
O -0.21710 4.69315 0.62125 -0.26 -0.18 0.11
N 0.92261 3.74389 2.61181 -0.07 0.06 -1.08
C 1.91870 2.89545 3.22493 0.27 -0.56 0.22
C 1.28078 1.66681 3.88280 0.20 0.03 -0.14
O 0.23921 2.03992 4.76310 0.07 0.06 0.21
C -0.76876 2.76386 4.09269 -0.11 0.22 -0.11
C -0.20099 4.04232 3.46722 -0.59 -0.12 0.32
C -1.63361 2.10720 0.53796 -0.02 0.19 0.00
C -2.30778 0.92579 0.27638 0.08 -0.16 0.06
C -1.61801 -0.27720 0.16647 0.18 0.25 0.14
N -2.23309 -1.49443 -0.16353 0.00 -0.07 -0.14
C -3.50884 -1.45489 -0.85303 -0.01 -0.36 -0.23
C -3.73605 -2.83159 -1.48518 -0.13 0.34 -0.11
O -3.73826 -3.85179 -0.51438 -0.12 -0.06 0.04
C -2.52590 -3.87251 0.19926 0.19 0.13 0.34
C -2.25585 -2.52320 0.86881 -0.11 -0.41 0.02
H 1.57495 -3.72774 -0.57958 0.00 0.02 0.05
H 3.24358 -3.22424 -0.23261 -0.16 0.05 0.10
H 3.79451 -1.81296 -3.42408 0.06 0.02 0.04
H 4.45408 -1.96778 -1.78911 0.03 0.01 -0.07
H 3.39845 0.02798 -1.03830 0.07 0.02 -0.06
H 3.88612 0.43090 -2.67341 0.02 0.00 0.02
H 2.04781 2.20838 -2.02440 0.10 0.11 0.05
H -0.27718 2.79946 -2.52618 -0.05 0.12 0.01
H -1.88365 1.03836 -3.19439 -0.11 0.04 -0.01
H -1.13699 -1.30741 -3.32722 -0.10 -0.11 -0.02
H 1.59142 -2.53985 -3.89296 -0.12 -0.04 0.07
H 0.51904 -2.99018 -2.57061 -0.03 0.01 -0.02
H -0.08120 -2.09409 -0.54731 0.11 0.04 -0.02
H 1.52408 0.92942 0.67032 0.10 -0.11 -0.03
H 2.62420 2.60639 2.44747 0.16 -0.06 0.17
H 2.44089 3.48558 3.98675 -0.01 -0.04 -0.09
H 2.01343 1.13586 4.49204 0.01 -0.01 -0.13
H 0.88918 0.98532 3.11367 0.08 0.04 0.13
H -1.51980 3.00348 4.84750 -0.03 0.02 -0.12
H -1.22362 2.13439 3.31107 0.01 0.07 0.13
H -0.94401 4.55643 2.85891 -0.10 0.08 0.22
H 0.14389 4.71217 4.26298 -0.04 -0.01 -0.09
H -2.15297 3.04952 0.60359 -0.14 0.09 -0.02
H -3.37905 0.94425 0.15326 -0.12 -0.03 -0.03
H -3.46916 -0.69356 -1.63255 -0.05 0.02 -0.01
H -4.34378 -1.23902 -0.16838 0.04 0.06 -0.04
H -4.70913 -2.87575 -1.97599 0.07 0.04 -0.02
H -2.94547 -3.02394 -2.22706 -0.06 0.05 0.03
H -2.62259 -4.66253 0.94533 0.08 0.05 -0.03
H -1.69604 -4.11884 -0.48335 -0.02 0.01 0.06
H -1.30587 -2.54514 1.40266 -0.03 -0.01 -0.01
H -3.06048 -2.32192 1.59406 0.09 0.01 -0.01
```
Forces are in eV/Å.

Strongest force on any atom, eV/Å: 1.09
LUMO level, eV: 0.53
Gap between HOMO and LUMO, Eh: 0.331
Molecular weight, Da: 500.6
SMILES string: O=C(CN1CCc2ccccc2C1)Nc1cc(S(=O)(=O)N2CCOCC2)ccc1N1CCOCC1
Energy, Ha: -1965.2530
Energy relative to the best compared isomer or geometry (same formula, charge and spin), kJ/mol: 250.8

***

4.
DFT (ωB97M-V/def2-TZVPD) results for C25H32N9O2RuS as an isolated structure in a non-equilibrium geometry.

```
70
Properties=species:S:1:pos:R:3:forces:R:3
Ru -0.37043 0.00936 0.02449 1.26 -1.85 -1.40
N 1.73376 2.84681 0.40617 0.16 0.23 0.37
C 1.94307 3.22536 1.85549 -0.08 -0.19 0.21
C 2.82769 2.16083 2.50276 -0.04 -0.11 -0.22
C 2.09222 0.85406 2.80681 -0.14 0.13 -0.04
N 1.71494 0.11861 1.57143 -0.23 0.04 0.05
C 0.84364 1.13401 3.63229 -0.10 -0.10 -0.10
C -0.12469 2.10345 2.96150 0.27 -0.07 0.01
N -0.86614 1.45201 1.83427 -0.07 -0.26 -0.24
C 0.59284 3.39432 2.55699 -0.12 -0.05 -0.36
H 2.60256 2.86323 -0.12341 0.18 0.02 -0.07
H 1.08120 3.45876 -0.07483 -0.19 0.19 -0.13
H 1.37192 1.88812 0.36353 -0.09 -0.31 -0.07
H 2.45920 4.18106 1.85273 0.04 0.09 -0.11
H 3.20777 2.55792 3.44536 0.01 0.04 -0.04
H 3.70335 1.97039 1.87032 -0.01 0.03 0.09
H 2.75910 0.23656 3.40682 0.10 -0.09 0.02
H 1.32272 -0.77632 1.85710 0.05 -0.13 0.01
H 2.53818 -0.11773 1.02660 0.10 0.03 -0.09
H 1.15618 1.57792 4.57980 -0.05 -0.06 0.04
H 0.33169 0.19658 3.87369 0.03 0.05 0.02
H -0.86713 2.38483 3.70686 -0.12 0.04 0.02
H -1.57721 2.09328 1.49190 -0.08 0.12 -0.04
H -1.39228 0.69011 2.26144 -0.16 0.04 0.17
H 0.78153 3.95401 3.47561 0.01 0.01 -0.05
H -0.06785 4.02393 1.94552 0.06 -0.01 0.12
S 1.49848 -0.05416 -1.60127 -1.51 -0.45 1.35
C 1.13706 1.55073 -2.16757 0.10 1.51 -0.45
N 1.99906 2.31240 -2.83672 -0.98 -0.35 0.34
N 3.08089 1.74184 -3.19719 0.72 -0.11 -0.21
C 4.17591 2.44640 -3.75123 0.32 0.16 -0.17
C 4.06192 3.77669 -4.14936 -0.26 -0.24 0.07
C 5.18567 4.43181 -4.61741 0.17 0.01 -0.04
C 6.41134 3.77450 -4.68058 -0.03 0.07 -0.03
C 6.50637 2.44188 -4.30590 0.11 0.04 -0.06
C 5.38710 1.76881 -3.84947 -0.19 -0.13 0.14
N -0.04242 2.18535 -1.92768 1.22 -0.20 -0.89
N -0.84778 1.57829 -1.19334 -1.10 0.25 0.57
C -2.15618 2.17212 -1.17175 -0.48 0.24 0.32
C -2.43474 3.34407 -1.88467 0.26 -0.19 0.08
C -3.69671 3.90507 -1.81994 -0.05 0.03 0.01
C -4.69346 3.31070 -1.05582 -0.12 -0.03 0.05
C -4.43122 2.13224 -0.36964 -0.13 0.11 0.00
C -3.17135 1.56219 -0.42901 0.33 0.17 -0.26
H 3.17396 0.73814 -3.06355 0.28 -0.04 0.01
H 3.09585 4.26304 -4.11534 0.07 0.05 0.04
H 5.10944 5.46180 -4.94361 -0.01 -0.06 0.04
H 7.29005 4.30112 -5.03211 -0.06 -0.04 0.00
H 7.45846 1.92867 -4.36478 -0.08 0.01 -0.02
H 5.45088 0.72361 -3.55537 0.03 0.11 -0.02
H -1.65707 3.78780 -2.48969 -0.09 0.06 0.00
H -3.90933 4.81043 -2.37720 0.04 -0.08 0.05
H -5.68106 3.75507 -1.00784 0.09 -0.04 -0.02
H -5.21377 1.65110 0.20442 0.05 0.01 -0.05
H -2.99499 0.61606 0.05448 0.00 -0.26 0.16
O -0.42401 -1.70598 1.13248 0.07 0.15 0.45
N -0.94862 -2.77543 0.57736 0.34 0.82 0.12
N -1.36906 -2.55728 -0.57237 -0.34 -0.29 -0.63
O -1.29081 -1.35969 -1.17757 0.35 0.50 0.87
C -1.97174 -3.64679 -1.33347 0.03 0.21 -0.15
C -2.49346 -4.74343 -0.66802 -0.01 0.04 0.25
C -3.05131 -5.76402 -1.41876 -0.03 -0.05 0.03
C -3.07777 -5.68218 -2.80468 -0.03 -0.05 -0.03
C -2.55096 -4.57263 -3.44835 0.02 0.02 -0.05
C -1.99632 -3.53741 -2.71111 0.10 0.12 -0.11
H -2.47139 -4.78898 0.41180 -0.02 -0.05 -0.02
H -3.47606 -6.62578 -0.91898 0.05 0.06 0.00
H -3.51536 -6.48714 -3.38340 0.04 0.07 0.04
H -2.56700 -4.51380 -4.52957 0.00 0.03 0.07
H -1.57708 -2.66440 -3.18918 -0.03 -0.02 -0.06
```
Forces are in eV/Å.

Strongest force on any atom, eV/Å: 2.64
LUMO level (spin up / spin down), eV: -7.27 / -6.91
Total charge: +2
Gap between HOMO and LUMO (spin up / spin down), Eh: 0.199 / 0.211
Molecular weight, Da: 623.7
Energy, Ha: -2107.5555
Energy relative to the best compared isomer or geometry (same formula, charge and spin), kJ/mol: 102.0
<S²>: 0.7798
Spin multiplicity: 2